(1)
Molecular formula: C3H6O2
Method: DFT, ωB97M-V with the def2-TZVPD basis set

```
11
Properties=species:S:1:pos:R:3:forces:R:3
C -0.72541 -2.06037 1.63275 -0.35 0.12 0.11
C -0.55085 -1.31922 0.55197 -0.58 0.21 -0.34
O -0.35124 0.03173 0.58994 0.23 -0.17 0.34
H -0.97538 -3.10528 1.53474 0.07 -0.02 -0.07
H -0.79634 -1.61272 2.61623 0.35 -0.02 0.00
H -0.72633 -1.69596 -0.45326 0.40 -0.26 0.08
H -0.10763 0.34851 -0.28566 -0.59 -0.25 0.09
C 1.22884 1.65268 -0.99571 0.58 0.27 -0.16
O 0.29805 1.64190 -1.75956 0.13 0.02 0.14
H 2.17456 1.12505 -1.22497 -0.07 0.04 -0.07
H 1.20668 2.16776 -0.01869 -0.16 0.06 -0.12
```
Forces are in eV/Å.

Properties
Gap between HOMO and LUMO: 9.4010 eV
SMILES: C=CO.C=O
Energy relative to the best compared isomer or geometry (same formula, charge and spin): 238.0 kJ/mol
M: 74.079 g/mol
HOMO level: -9.08 eV
Multiplicity: 1

---

(2)
Molecular formula: C4H9NO
Method: DFT, ωB97M-V with the def2-TZVPD basis set

```
15
Properties=species:S:1:pos:R:3:forces:R:3
C 2.13458 0.63198 -0.15369 0.49 -1.52 -0.96
O 0.77989 0.63682 0.04429 -0.21 0.36 0.25
C 0.33462 -0.60159 0.38096 0.76 -1.27 -1.20
C -1.18835 -0.65059 0.33124 0.35 -0.47 -0.12
C -2.05405 0.56438 0.16700 0.17 0.12 0.22
N -1.85805 -0.36592 -0.93575 0.06 -0.08 -0.29
H 2.39064 1.64328 -0.53765 0.28 -1.08 -0.27
H 2.20331 -0.57206 -0.81904 0.74 3.22 0.80
H 2.70810 0.40116 0.75623 -0.11 0.09 -0.12
H 0.76582 -0.99085 1.31302 -0.23 0.15 -0.01
H 1.21647 -1.34131 -0.54744 -2.75 0.82 1.79
H -1.61599 -1.48461 0.88420 0.10 0.04 -0.17
H -1.57936 1.54169 0.12861 0.05 -0.22 -0.03
H -3.07107 0.57475 0.56855 0.40 -0.13 0.04
H -1.16655 0.01287 -1.58053 -0.08 -0.03 0.06
```
Forces are in eV/Å.

Properties
Gap between HOMO and LUMO: 10.2444 eV
Energy relative to the best compared isomer or geometry (same formula, charge and spin): 485.5 kJ/mol
M: 87.122 g/mol
HOMO level: -9.31 eV
Multiplicity: 1

---

(3)
Molecular formula: C21H49O9
Method: DFT, ωB97M-V with the def2-TZVPD basis set

```
79
Properties=species:S:1:pos:R:3:forces:R:3
O -3.50737 -2.02623 1.99143 0.06 -0.42 0.73
C -3.79028 -1.69043 0.88534 -0.27 -0.01 0.21
O -3.31047 -2.30106 -0.19233 0.31 -0.07 -0.43
C -3.11592 -1.47275 -1.36851 -0.13 0.08 -0.14
C -1.64803 -1.14227 -1.64409 -0.38 -0.25 0.10
C -0.71543 -1.24835 -0.44301 0.22 0.31 -0.36
C 0.58259 -0.46677 -0.73548 -0.46 -0.12 0.20
C 0.29240 1.01051 -0.41553 -0.03 0.22 0.15
O -0.29136 1.66192 -1.32122 0.28 0.02 0.16
O 0.58547 1.38173 0.75247 0.13 0.20 -0.34
H -4.53681 -0.90920 0.70484 0.11 0.33 -0.36
H -3.55852 -2.02001 -2.19627 -0.08 -0.07 -0.05
H -3.68058 -0.54940 -1.24215 -0.12 0.04 0.16
H -1.61617 -0.11702 -2.00793 0.13 0.09 -0.11
H -1.28902 -1.80114 -2.43460 0.14 0.00 -0.08
H -0.50985 -2.29912 -0.24573 -0.03 -0.08 0.21
H -1.17566 -0.79829 0.43532 -0.04 -0.15 0.22
H 1.38147 -0.82997 -0.09468 0.14 -0.03 0.01
H 0.83627 -0.59265 -1.78512 0.23 -0.03 -0.05
C -1.86463 -1.99870 5.55335 0.03 0.08 -0.07
C -3.09423 -2.42173 6.33740 0.05 -0.13 -0.23
C -3.13019 -3.92987 6.54434 -0.11 -0.01 0.06
O -4.27842 -1.97893 5.67688 -0.06 -0.08 0.17
H -1.88070 -2.46382 4.56439 0.04 -0.02 -0.01
H -1.85204 -0.92029 5.40173 -0.02 0.02 0.03
H -0.94139 -2.29050 6.05707 -0.02 -0.03 0.02
H -3.10688 -1.92491 7.30947 -0.04 0.04 0.00
H -3.16544 -4.44023 5.57799 0.06 0.01 -0.02
H -4.01887 -4.21959 7.10692 0.01 0.02 0.01
H -2.24656 -4.27710 7.08272 0.01 0.00 -0.01
H -4.28266 -2.36209 4.79115 0.06 0.13 -0.09
C 3.19534 4.25815 0.22343 0.12 0.02 -0.11
C 2.88391 4.73114 1.63442 -0.02 -0.26 -0.09
C 3.80136 4.06633 2.65378 0.00 0.05 0.08
O 1.52495 4.46941 1.93401 0.13 0.06 0.27
H 3.03248 3.17961 0.16167 -0.02 0.00 0.00
H 2.53101 4.73088 -0.49973 -0.03 0.02 0.04
H 4.23136 4.47286 -0.05569 0.00 -0.01 0.02
H 3.00001 5.81649 1.70148 -0.03 0.02 -0.01
H 3.66201 2.98289 2.62754 0.01 -0.01 -0.05
H 3.56248 4.40904 3.66152 0.00 0.02 -0.01
H 4.85225 4.28511 2.44912 0.00 -0.01 -0.01
H 1.39339 3.51249 1.84960 -0.36 -0.09 -0.27
C -4.17043 -5.65509 2.11092 -0.05 0.02 0.04
C -4.95000 -6.05070 0.86497 0.27 0.08 0.05
C -4.11806 -6.92387 -0.06317 -0.07 -0.02 -0.08
O -5.40973 -4.88958 0.18062 -0.03 -0.05 -0.08
H -3.28866 -5.06997 1.83782 0.01 -0.02 -0.01
H -4.78499 -5.03425 2.76274 -0.02 0.00 0.00
H -3.84356 -6.53400 2.67017 0.00 -0.01 -0.01
H -5.85341 -6.59016 1.15621 -0.05 0.02 -0.02
H -3.23148 -6.37891 -0.39743 0.03 0.00 0.05
H -4.69366 -7.19824 -0.94785 -0.02 -0.01 0.01
H -3.79064 -7.83645 0.43788 0.01 0.00 0.01
H -4.63038 -4.38202 -0.08178 -0.02 0.11 0.03
C 4.19471 0.75203 -1.49735 -0.02 -0.07 0.14
C 4.17551 0.15131 -2.89290 -0.05 0.33 0.09
C 4.91426 1.03881 -3.88149 -0.02 -0.04 -0.11
O 2.83029 -0.03609 -3.31838 0.10 -0.23 -0.23
H 3.70586 1.72927 -1.50882 0.04 0.03 -0.02
H 3.64252 0.12502 -0.79763 -0.01 -0.01 -0.01
H 5.21397 0.88147 -1.12482 0.00 0.01 -0.04
H 4.62051 -0.84617 -2.87171 -0.07 -0.05 -0.04
H 4.41591 2.00942 -3.92267 0.10 0.06 -0.01
H 4.88502 0.61323 -4.88591 0.01 -0.06 0.02
H 5.95810 1.18771 -3.59519 -0.02 0.00 0.03
H 2.39999 0.82719 -3.33913 -0.09 -0.01 0.13
C 2.33445 5.84528 -5.81328 0.06 -0.08 -0.10
C 2.25919 4.69483 -4.82020 -0.03 0.27 0.19
C 1.62693 5.12179 -3.50493 0.05 -0.13 0.04
O 3.55941 4.14617 -4.59628 -0.01 -0.08 -0.15
H 2.95310 6.65239 -5.41009 -0.04 0.02 0.04
H 2.78624 5.51577 -6.74969 -0.02 -0.02 0.00
H 1.34337 6.24812 -6.02621 -0.01 0.01 0.02
H 1.67691 3.87989 -5.25171 0.04 -0.06 -0.01
H 2.22671 5.90787 -3.03531 -0.01 0.05 -0.04
H 1.57316 4.28300 -2.81105 -0.06 -0.02 -0.02
H 0.61738 5.50493 -3.65642 -0.01 0.00 0.00
H 4.11019 4.83381 -4.20726 -0.03 0.01 0.06
```
Forces are in eV/Å.

Properties
Gap between HOMO and LUMO: 7.3912 eV
M: 445.614 g/mol
HOMO level: -4.76 eV
Multiplicity: 1
Total charge: -1

---

(4)
Molecular formula: C15H23N3O3
Method: DFT, ωB97M-V with the def2-TZVPD basis set

```
44
Properties=species:S:1:pos:R:3:forces:R:3
N -0.58067 -1.26618 -5.85562 0.92 0.48 -0.07
C 0.29672 -0.07620 -5.75589 -0.56 0.40 1.34
C -0.22441 0.95065 -4.64540 -1.66 0.51 2.13
C -0.51718 0.28442 -3.17645 0.43 -0.47 -1.39
C 0.52115 -0.73757 -2.67348 -1.13 1.57 0.83
C 0.02951 -1.73348 -1.59488 3.99 -0.16 0.84
N -0.76826 -2.69830 -2.33737 -1.39 0.11 1.30
C -0.53672 -1.15265 -0.25236 1.59 -1.79 -2.33
O -1.73149 -1.06239 -0.13116 -1.72 -0.13 0.74
N 0.38958 -0.86857 0.70548 2.51 0.10 -2.19
C 0.08108 0.14644 1.66600 2.40 2.68 -0.16
C 1.30486 0.41105 2.57143 0.56 0.05 -0.54
C 0.97259 0.70473 4.03310 0.00 3.44 -0.76
C 0.89345 2.03955 4.61388 -2.15 -1.40 0.21
C 0.15197 2.17710 5.83392 2.01 5.38 -2.08
C -0.26039 1.24341 6.70355 1.49 -3.02 -4.84
C -0.13389 0.00588 6.06643 0.84 -1.08 -0.84
C 0.44095 -0.31119 4.78272 -0.91 0.43 2.22
C -0.31260 1.47098 0.97930 -1.46 -3.19 0.75
O 0.28262 2.46987 1.02941 1.88 2.85 -0.13
O -1.45819 1.31070 0.36626 -2.62 -1.01 0.03
H -1.58164 -1.03798 -5.96284 0.98 -0.16 0.47
H -0.36243 -1.82618 -5.03540 -0.96 -0.12 -0.19
H 1.36663 -0.37063 -5.59165 -1.02 -0.15 0.63
H 0.43293 0.35101 -6.72439 -0.60 0.82 -0.72
H -1.31852 1.52058 -4.83145 3.10 -1.53 -0.22
H 0.47145 1.72194 -4.24149 -0.04 -0.13 -1.55
H -1.51247 -0.16797 -3.25587 0.18 0.01 0.49
H -0.47084 1.07252 -2.42451 -0.73 0.26 -0.23
H 1.42775 -0.24394 -2.34580 0.23 0.45 0.14
H 0.80105 -1.38967 -3.43703 0.64 -1.00 -1.30
H 1.12886 -2.04613 -1.23540 -2.41 -0.69 -0.80
H -1.74778 -2.38206 -2.07606 1.20 -1.52 -0.59
H -0.55058 -3.71497 -2.21691 -0.66 1.56 0.44
H 1.41330 -0.85360 0.33396 -2.55 -0.04 0.90
H -0.78536 -0.16573 2.12777 -1.62 -0.76 1.87
H 2.17006 0.88828 1.96646 -1.75 0.18 1.35
H 1.64962 -0.55836 2.64809 1.21 -2.43 0.27
H 1.07607 3.01321 4.10685 0.25 -1.29 0.00
H -0.04782 3.28437 6.06031 0.48 -1.60 0.06
H -0.47686 1.51211 7.63814 -1.58 0.31 3.52
H -0.44421 -0.89382 6.47338 -0.80 -1.44 1.60
H 0.43391 -1.38553 4.49538 0.01 1.03 -0.01
H -1.91383 0.36426 0.59958 1.42 2.50 -1.18
```
Forces are in eV/Å.

Properties
Gap between HOMO and LUMO: 9.4446 eV
SMILES: NCCCC[C@H](N)C(=O)N[C@@H](Cc1ccccc1)C(=O)O
Energy relative to the best compared isomer or geometry (same formula, charge and spin): 534.2 kJ/mol
M: 293.367 g/mol
HOMO level: -9.07 eV
Multiplicity: 1